Below is 3 unconnected molecules or ions with the total composition C39H86IN2O6P in a non-equilibrium geometry, with properties calculated with wB97M-V/def2-TZVPD.

```
135
C39H86IN2O6P wB97M-V/def2-TZVPD
I 3.35 7.62 -0.53
P 1.00 4.38 1.69
O -4.21 0.13 -5.15
O 1.85 2.50 3.62
O 4.64 -7.69 6.96
O -7.77 1.62 -7.54
O 3.66 -4.86 3.55
O 1.28 0.42 4.28
N 3.72 -7.93 4.13
N -7.15 -0.72 -5.80
C -2.42 1.97 -0.93
C 5.05 -8.27 4.64
C -0.68 5.24 1.78
C 3.75 -7.23 2.84
C -7.54 0.97 -8.78
C -8.03 0.39 -5.47
C 0.40 -1.01 -3.57
C -0.88 -0.09 -3.81
C 0.67 -4.20 -1.05
C 3.36 -7.83 7.55
C -4.51 1.17 -6.07
C 1.39 6.82 0.01
C -0.56 1.38 -3.29
C 1.19 -3.85 1.55
C 4.69 3.92 4.28
C -6.29 -1.14 -4.70
C -1.92 4.38 2.26
C 3.99 -4.78 4.93
C 4.59 2.49 2.03
C 1.32 5.24 0.01
C 1.59 1.15 3.33
C 4.97 -8.77 6.08
C -2.89 2.36 -2.39
C 0.67 3.31 3.25
C 4.38 -5.83 2.81
C 2.42 5.29 2.58
C -8.71 0.95 -6.72
C 0.30 -1.87 -2.22
C 0.79 -3.37 -2.40
C -2.20 3.07 1.37
C 3.87 5.03 1.99
C 4.76 3.94 2.70
C -5.23 -0.14 -4.21
C 1.72 -3.76 0.06
C 0.37 7.40 -1.09
C -1.73 3.19 -0.13
C 1.70 0.49 1.92
C -0.21 -3.12 1.79
C -1.72 2.44 -3.47
H -6.56 -0.45 -6.58
H 4.26 -7.87 2.10
H -1.76 1.05 -0.90
H 0.86 7.59 -2.08
H 2.61 -4.46 -0.01
H 5.44 -5.84 3.11
H 2.76 0.29 1.59
H 3.25 -7.34 4.80
H 1.34 -0.38 -3.48
H 1.20 -0.53 1.96
H 2.14 -2.73 -0.17
H -1.83 2.12 1.86
H -5.68 0.78 -3.83
H 0.88 -5.29 -1.30
H 0.14 -3.88 -3.17
H 1.88 -3.43 -2.71
H -1.92 4.15 3.37
H -3.67 1.57 -2.69
H 4.43 6.01 2.08
H -3.57 1.65 -6.35
H -0.40 -4.17 -0.68
H 5.71 3.91 4.78
H 5.72 -7.40 4.62
H 5.53 2.23 1.46
H 0.04 8.41 -0.70
H -3.46 3.33 -2.30
H -3.36 1.68 -0.36
H -8.80 0.04 -4.77
H -0.74 -1.81 -1.80
H -1.79 -0.56 -3.35
H 1.94 -3.34 2.21
H -0.61 6.12 2.50
H -2.08 4.17 -0.54
H 1.26 3.13 1.00
H -4.95 0.76 -6.98
H 4.47 1.70 2.84
H 4.15 3.01 4.69
H -2.21 2.26 -4.48
H 4.27 -9.60 6.18
H -8.48 0.81 -9.32
H -7.48 1.21 -5.00
H 2.71 -7.13 2.51
H 1.18 1.05 1.09
H -0.96 -3.88 2.13
H 2.27 6.41 2.58
H -7.03 0.01 -8.63
H -0.62 3.03 -0.25
H -2.84 5.03 2.10
H 2.32 5.03 3.68
H 3.81 -3.76 5.26
H -0.56 -2.64 0.83
H -4.73 -0.60 -3.35
H 4.37 -5.49 1.77
H -1.36 3.51 -3.48
H 2.56 -7.73 6.80
H 5.96 -9.12 6.38
H 1.08 -4.93 1.87
H 2.23 4.84 -0.55
H 3.89 4.79 0.88
H -0.58 6.78 -1.16
H 0.31 1.74 -3.93
H -1.02 -0.07 -4.94
H -0.15 1.30 -2.24
H 1.00 -1.39 -1.46
H 3.70 2.54 1.35
H -0.14 -2.33 2.60
H 5.48 -9.06 4.01
H -1.01 5.72 0.80
H 3.33 -5.43 5.51
H 0.44 4.96 -0.66
H -9.45 1.69 -6.41
H 1.04 7.29 0.98
H -9.25 0.16 -7.26
H 0.35 3.96 4.12
H -6.92 -1.45 -3.85
H -6.89 1.61 -9.38
H 4.15 4.81 4.73
H -5.17 1.93 -5.64
H -0.14 2.53 3.10
H 5.84 4.22 2.45
H 3.26 -8.79 8.07
H -3.33 2.97 1.34
H 3.24 -7.03 8.28
H -5.76 -2.04 -5.03
H 0.57 -1.74 -4.41
H 5.03 -5.04 5.12
```

## Properties
Structure (SMILES): CCCCCCCCCCCCCCCC[PH](CCC(C)C)(COC(C)=O)C[C@H](C)I.COCCNCCOC.COCCNCCOC
Gap between HOMO and LUMO, eV: 8.673
2S+1: 1

Below is 12 unconnected molecules or ions with the total composition C39H87N3O18S3 in a non-equilibrium geometry, with properties calculated with wB97M-V/def2-TZVPD.

```
150
C39H87N3O18S3 wB97M-V/def2-TZVPD
S -1.93 10.91 14.80
S 1.69 9.58 17.39
S 1.11 14.07 20.05
O 2.75 13.12 11.25
O -0.80 10.18 14.13
O -5.41 6.57 12.03
O -5.72 11.54 15.62
O -7.38 12.76 14.71
O -3.58 12.47 20.66
O -4.67 6.20 21.54
O 0.76 14.34 21.47
O -4.24 7.63 19.86
O -2.61 17.33 13.84
O -1.98 15.23 14.32
O -2.66 4.86 15.12
O -3.44 6.68 16.25
O 2.40 10.74 16.80
O 0.66 6.37 10.74
O 1.79 11.57 9.94
O -3.47 12.21 8.68
O 0.58 8.38 9.66
N -2.84 10.93 10.45
N -3.39 14.28 19.33
N -6.04 8.72 12.43
C -2.83 5.45 13.83
C -3.18 13.60 20.48
C 2.95 8.73 18.34
C 0.98 8.33 12.01
C -1.76 6.48 13.49
C 2.60 13.06 20.16
C -2.76 9.67 15.78
C 0.40 12.69 11.46
C -2.40 9.16 19.80
C -5.36 8.83 13.69
C -3.88 13.62 18.14
C 0.54 5.61 9.53
C -1.16 12.02 16.00
C 0.70 7.71 10.65
C 1.55 8.36 16.07
C -2.36 9.63 10.90
C -4.83 6.57 20.41
C -4.73 18.23 14.47
C -9.55 11.93 14.18
C 3.03 11.20 9.32
C -3.43 8.47 20.67
C -6.84 9.86 12.03
C -3.05 5.54 16.20
C -6.11 12.53 15.06
C -2.93 4.71 17.45
C -3.07 11.16 9.14
C -5.18 13.70 14.86
C -3.65 17.22 14.82
C -5.81 5.92 19.48
C -0.91 16.36 12.50
C -2.98 15.67 19.16
C -0.75 4.80 9.64
C -3.15 11.86 11.50
C 1.78 12.50 10.89
C -1.90 16.21 13.63
C 3.60 9.99 10.03
C -8.33 11.75 15.06
C -6.06 7.55 11.74
C 0.03 12.71 19.59
H -6.22 10.76 11.95
H -3.48 12.85 11.20
H -2.82 10.29 8.51
H 0.03 15.88 12.77
H -6.73 7.62 10.87
H -10.08 12.86 14.42
H -4.87 14.04 17.91
H -4.20 13.21 14.89
H -2.79 5.35 18.31
H -1.60 8.48 19.50
H -4.57 9.58 13.70
H -7.57 10.06 12.82
H 2.78 11.00 8.28
H -3.80 5.94 13.73
H -1.56 5.41 10.03
H 2.70 7.70 18.61
H -1.31 15.77 11.67
H -2.99 7.97 21.53
H 1.28 8.94 15.19
H 3.74 12.03 9.36
H -2.94 16.14 20.14
H 0.78 7.59 16.19
H 2.85 9.21 9.99
H -1.80 12.03 16.89
H 2.07 8.39 12.08
H 0.46 6.30 8.70
H 4.46 9.62 9.47
H 3.26 13.50 20.90
H -3.25 13.81 17.28
H -2.12 9.27 16.57
H -8.68 11.89 16.09
H -1.97 15.73 18.72
H 0.46 13.31 12.34
H 3.04 9.22 19.31
H 0.55 9.32 11.97
H -2.79 4.65 13.10
H -4.11 12.58 18.36
H -6.05 9.01 14.52
H -2.05 4.06 17.38
H -2.87 9.50 18.88
H -0.15 11.70 16.25
H 0.68 7.64 12.79
H -1.62 9.78 11.68
H -1.97 9.05 10.07
H -4.08 16.22 14.83
H -9.29 11.98 13.13
H -0.57 3.99 10.36
H -2.01 6.83 12.48
H -5.65 6.19 18.44
H -2.28 11.98 12.15
H 2.54 7.93 15.89
H -0.82 17.39 12.17
H 0.10 11.69 11.82
H -3.87 11.33 12.15
H -0.34 12.96 10.72
H 3.88 8.78 17.79
H -7.29 9.66 11.06
H -0.05 12.07 20.47
H -0.95 13.03 19.22
H -0.79 6.03 13.27
H -5.37 18.55 15.29
H -4.89 7.89 13.97
H -3.19 17.47 15.78
H -6.76 6.39 19.75
H -5.26 14.41 15.68
H -3.61 10.16 16.25
H -7.89 10.76 15.09
H 2.32 12.06 20.49
H -2.99 8.87 15.08
H -3.67 16.17 18.49
H -3.20 9.05 11.32
H 3.90 10.26 11.04
H -2.04 10.04 20.33
H -1.26 13.03 15.61
H -3.78 4.04 17.55
H -1.05 4.28 8.74
H -1.69 7.36 14.13
H -5.87 4.84 19.62
H -5.36 17.88 13.65
H 0.35 12.04 18.78
H 1.40 4.96 9.46
H 3.10 12.89 19.20
H -4.04 9.24 21.15
H -2.55 14.16 21.19
H -4.27 19.12 14.05
H -5.17 14.15 13.87
H -10.23 11.10 14.35
```

## Properties
Gap between HOMO and LUMO, eV: 9.269
2S+1: 1

Below is a molecular structure, C39H90N4O8 in a non-equilibrium geometry, with properties calculated with wB97M-V/def2-TZVPD.

```
141
C39H90N4O8 wB97M-V/def2-TZVPD
O 3.30 0.82 1.32
O 1.97 1.66 -0.88
O -0.41 1.83 -0.34
O 0.01 1.98 -2.11
O -0.19 -0.09 0.18
O -3.27 1.93 -1.85
O -0.62 -1.64 1.93
O 2.82 -4.67 1.13
N 1.92 -4.43 0.06
N -2.92 2.38 -0.51
N -0.40 1.19 -3.16
N 2.85 1.08 2.71
C 1.52 1.71 2.88
C 1.01 -3.80 -2.60
C -4.17 4.64 -0.73
C -3.12 0.12 0.24
C -3.56 1.56 0.55
C 0.91 -6.67 0.00
C -3.19 3.53 2.23
C -5.16 1.56 0.59
C -0.91 -1.25 4.37
C -1.01 -0.17 -5.66
C 2.96 -6.06 -1.41
C -0.82 -0.93 -4.32
C -2.84 3.88 -0.37
C 0.94 -2.80 -1.41
C -1.41 1.30 -5.42
C -0.43 2.00 -4.42
C -1.12 3.38 -4.05
C -2.41 4.32 1.10
C -3.09 2.04 1.88
C -1.75 4.33 -1.33
C 3.19 -0.02 3.59
C 0.74 -5.20 -2.04
C 0.04 -0.25 -3.16
C 0.31 0.96 2.34
C -0.39 -0.93 -1.90
C 1.53 -0.40 -3.46
C 2.96 0.41 5.09
C 1.22 2.19 4.34
C 3.46 -2.78 -0.81
C 1.57 1.04 5.37
C -2.85 -0.93 2.55
C 1.38 2.97 1.95
C 4.74 -0.40 3.62
C 2.41 -1.33 3.36
C 1.58 -5.58 -0.84
C -1.29 -0.83 2.89
C 1.76 -1.97 0.80
C 1.98 -3.00 -0.34
C 0.92 2.33 -5.20
H 1.76 2.59 -4.54
H 1.51 -6.80 0.90
H 3.81 1.00 5.42
H -2.08 1.63 1.91
H -3.26 -1.87 2.92
H -0.92 -2.34 4.35
H -1.31 2.14 -0.26
H 2.76 -7.06 -1.79
H -1.44 5.36 -1.15
H 4.11 1.31 1.15
H 1.35 1.32 6.40
H -0.17 -0.35 -6.33
H -5.56 1.10 -0.30
H -5.05 4.17 -0.30
H 3.75 -6.22 -0.68
H -2.47 1.50 -2.14
H 1.61 2.67 0.93
H 1.86 -0.90 0.59
H 1.75 -1.47 -3.51
H 2.19 3.63 2.25
H -2.19 3.33 -3.82
H -0.81 -2.56 2.12
H 0.80 -2.26 1.23
H 0.21 -0.47 -1.12
H -1.50 1.94 -6.30
H -0.60 1.55 2.36
H -0.20 -1.98 -2.14
H 4.89 -1.32 4.18
H 0.49 3.59 2.12
H -2.05 -0.11 0.18
H -2.09 4.39 -2.36
H -3.59 -0.60 0.91
H -2.34 1.34 -4.85
H -0.36 -0.62 0.96
H 1.30 1.45 -5.71
H 3.61 -4.87 0.63
H 3.10 -0.44 5.76
H 2.21 1.28 -0.03
H 2.47 -2.20 1.60
H -4.30 4.61 -1.81
H 0.10 -0.99 4.68
H -0.33 -5.23 -1.86
H -3.10 -0.64 1.53
H 1.06 1.42 -1.00
H 1.55 -1.57 3.98
H 1.81 -0.02 -4.43
H 0.35 -3.49 -3.41
H 5.53 0.27 3.98
H 0.13 0.00 2.83
H -0.08 -6.31 0.26
H 0.77 0.33 5.17
H -0.56 3.90 -3.27
H 0.34 0.87 1.25
H -4.25 5.71 -0.51
H -0.57 -1.97 -4.52
H -3.03 3.73 3.29
H 0.75 0.06 0.19
H 3.56 -1.70 -0.87
H 3.39 -5.46 -2.21
H -3.61 -0.28 -0.64
H 0.20 2.49 4.58
H 1.91 -1.44 2.39
H -0.10 -2.74 -1.08
H 5.06 -0.47 2.58
H -1.39 4.04 1.34
H -5.79 2.44 0.45
H -4.20 3.88 2.06
H -0.74 2.55 -1.94
H 0.87 -5.85 -2.91
H -5.68 1.17 1.46
H -3.36 -0.19 3.17
H 3.77 -3.33 -1.70
H 2.93 -2.29 3.40
H -0.92 3.96 -4.95
H 1.14 -1.83 -1.87
H -1.46 -0.72 -1.82
H -0.78 3.84 -1.33
H -2.40 5.41 1.15
H 1.87 3.00 4.68
H 2.25 -0.04 -2.72
H -1.75 -0.75 -6.21
H -1.89 -0.90 -4.15
H 4.29 -2.88 -0.11
H -3.77 1.58 2.59
H -1.75 -0.92 4.98
H -1.06 0.23 2.81
H 0.71 3.20 -5.82
H 1.98 -3.91 -3.08
H -0.48 0.87 -0.27
H 0.80 -7.55 -0.63
```

## Properties
Energy relative to the best compared isomer or geometry (same formula, charge and spin), kcal per mole: 590.2
Gap between HOMO and LUMO, eV: 7.166
2S+1: 1

> The lowest gap between HOMO and LUMO belongs to which entry?

C39H90N4O8